<w>
Molecular formula: C2H3N3
Method: DFT, ωB97M-V/def2-TZVPD

Last column: natural (NBO) charge in e.
Atoms and positions in Å:
N1 -0.480 0.572 1.003  -0.399
N2 -0.057 -0.597 1.036  -0.099
C1 0.443 -1.098 -0.196  -0.315
C2 0.473 -0.118 -1.101  0.353
N3 0.280 1.092 -1.076  -0.512
H1 -0.710 0.899 1.938  0.342
H2 0.713 -2.136 -0.284  0.231
H3 -0.662 1.387 -1.319  0.399

Results
HOMO-LUMO gap in eV: 9.71
SMILES: [H]/N=N/C=C=N
LUMO energy in eV: 0.46
E_HOMO in eV: -9.25

=====

<x>
Molecular formula: C2H3N3
Method: DFT, ωB97M-V/def2-TZVPD

Last column: natural (NBO) charge in e.
Atoms and positions in Å:
N1 -1.046 0.127 0.544  -0.693
C1 0.036 0.784 0.471  0.253
N2 1.051 0.383 -0.389  -0.379
N3 1.440 -1.096 -0.340  -0.196
C2 0.360 -0.988 -0.908  0.228
H1 -1.678 0.484 1.252  0.360
H2 0.202 1.735 0.951  0.174
H3 -0.366 -1.429 -1.581  0.253

Results
HOMO-LUMO gap in eV: 10.92
SMILES: [H]/N=C/N1C=N1
LUMO energy in eV: 1.08
E_HOMO in eV: -9.84

=====

<y>
Molecular formula: C2H3N3
Method: DFT, ωB97M-V/def2-TZVPD

Last column: natural (NBO) charge in e.
Atoms and positions in Å:
C1 -1.840 -0.164 0.341  0.074
C2 0.492 0.855 -0.173  -0.152
N1 -1.733 -1.132 -0.291  -0.345
N2 1.384 -1.273 0.137  -0.464
N3 0.860 -0.263 -0.128  0.042
H1 -1.618 0.801 0.690  0.240
H2 0.590 1.689 -0.789  0.226
H3 0.982 -2.238 -0.124  0.378

Results
HOMO-LUMO gap in eV: 10.05
LUMO energy in eV: 1.00
E_HOMO in eV: -9.05

=====

Question: of the structures shown, which is the most stable? Reply: <w>.